14
Properties=species:S:1:pos:R:3:forces:R:3 method="wB97M-V/def2-TZVPD" smiles="O=CN1C=C[C@@H](Cl)C1" charge=0 gap_ev=9.712 de_lowest_kj_mol=38.2 total_energy_ev=-21342.0867
C -1.4525 -0.1857 0.4946 -0.050 0.035 -0.079
C -0.0876 -0.9037 0.5322 -0.097 0.502 1.108
C 2.0785 -0.3324 -0.5473 -0.174 1.082 -0.324
C 0.1463 1.2118 -0.4390 -0.498 -0.223 0.419
C -1.1222 1.1898 -0.0109 0.836 -0.421 -0.095
H -1.9835 -0.2105 1.4474 0.201 0.011 -0.148
H 0.2441 -0.9967 1.5964 -0.049 0.202 -0.771
H -0.1047 -1.8976 0.1250 -0.005 -0.304 -0.332
H 2.6187 0.5029 -1.0844 -0.425 -0.569 0.350
H 0.6938 2.0253 -0.8810 0.051 0.091 -0.112
H -1.8067 2.0021 -0.0783 -0.381 0.292 -0.008
N 0.7906 -0.0029 -0.2142 0.392 -0.314 -0.071
O 2.5851 -1.3896 -0.2877 0.190 -0.393 0.087
Cl -2.5998 -1.0128 -0.6529 0.010 0.008 -0.025